Entry 1:
Molecular formula: C44H38N6O7TeTi
Method: DFT, the ωB97M-V functional and the def2-TZVPD basis

CARTESIAN COORDINATES (ANGSTROEM)
Ti1 -0.6954 -1.1338 1.2862
O1 -1.9493 -1.3919 5.5936
C1 -1.0165 -2.3299 5.8316
C2 -0.7887 -2.7115 7.1551
C3 0.2011 -3.6200 7.4620
C4 0.9936 -4.1710 6.4570
C5 0.7390 -3.8588 5.1426
C6 -0.2705 -2.9452 4.8084
C7 -0.5350 -2.6705 3.4053
O2 -1.2465 -1.6551 3.0249
N1 -0.0544 -3.5117 2.5031
N2 -0.4219 -3.1253 1.2799
C8 -0.4549 -3.9321 0.2746
C9 -0.9347 -3.3716 -0.9603
C10 -1.0747 -4.1261 -2.1302
C11 -1.5767 -3.5247 -3.2669
C12 -1.9310 -2.1841 -3.2027
C13 -1.7639 -1.5090 -2.0050
N3 -1.2829 -2.0676 -0.9035
H1 -2.0588 -1.2726 4.6310
H2 -1.4089 -2.2784 7.9236
H3 0.3626 -3.9032 8.4917
H4 1.7949 -4.8465 6.7112
H5 1.3001 -4.2992 4.3329
H6 -0.1786 -4.9809 0.3668
H7 -0.8054 -5.1694 -2.1210
H8 -1.6948 -4.0866 -4.1785
H9 -2.3256 -1.6678 -4.0607
H10 -2.0435 -0.4665 -1.9294
O3 -1.1359 1.7264 5.0154
C14 -0.9188 1.0876 3.8781
O4 -1.7609 0.9397 3.0190
C15 0.4537 0.5221 3.7410
C16 1.3914 0.5894 4.7515
C17 2.6372 -0.0461 4.5693
C18 2.8803 -0.7148 3.4038
C19 1.8756 -0.7515 2.4024
N4 0.6668 -0.1128 2.5767
C20 1.9521 -1.3609 1.1373
O5 3.0485 -1.9699 0.6235
O6 0.9262 -1.2478 0.3732
H11 -2.0664 1.9969 5.0986
H12 1.1661 1.1103 5.6659
H13 3.3791 -0.0142 5.3514
H14 3.8167 -1.2273 3.2385
H15 3.8135 -1.9106 1.2091
C21 4.1783 5.8588 -3.3957
C22 3.2927 4.8119 -2.7997
C23 1.9131 4.9387 -2.8122
C24 1.0810 3.9697 -2.2682
C25 -0.3932 4.2358 -2.2285
C26 1.6385 2.8086 -1.7256
Te1 0.3740 1.1878 -0.9831
N5 -1.9129 0.0919 0.5647
C27 -3.0882 0.1002 0.2139
O7 -4.0060 -1.0132 0.5718
C28 -3.7719 1.0013 -0.7094
C29 -3.2626 2.2812 -0.9273
C30 -3.7994 3.0700 -1.9283
C31 -4.8293 2.5853 -2.7225
C32 -5.3431 1.3177 -2.5020
C33 -4.8274 0.5299 -1.4912
C34 0.9083 -0.0770 -2.6458
C35 1.8017 -1.1158 -2.4327
C36 2.1109 -2.0075 -3.4437
C37 1.5354 -1.8511 -4.6905
C38 0.6646 -0.8003 -4.9146
C39 0.3292 0.0949 -3.9049
C40 -0.6148 1.2189 -4.1999
C41 3.0295 2.6953 -1.6485
C42 3.7025 1.5280 -0.9892
C43 3.8321 3.6910 -2.1871
H16 3.5930 6.6644 -3.8275
H17 4.8044 5.4253 -4.1723
H18 4.8340 6.2748 -2.6342
H19 1.4725 5.8206 -3.2551
H20 -0.6605 5.0292 -2.9206
H21 -0.6723 4.5510 -1.2234
H22 -0.9592 3.3417 -2.4733
H23 -2.4564 2.6426 -0.3032
H24 -3.4042 4.0597 -2.0999
H25 -5.2390 3.2025 -3.5069
H26 -6.1405 0.9345 -3.1214
H27 -5.2278 -0.4560 -1.3196
H28 2.2632 -1.2525 -1.4692
H29 2.8173 -2.8012 -3.2585
H30 1.7713 -2.5317 -5.4936
H31 0.2546 -0.6554 -5.9039
H32 -1.1951 1.0279 -5.0994
H33 -0.0468 2.1365 -4.3496
H34 -1.3022 1.3784 -3.3662
H35 3.0743 1.1174 -0.1933
H36 4.6548 1.8387 -0.5643
H37 3.8928 0.7460 -1.7234
H38 4.9068 3.5898 -2.1297
N6 -3.0614 -3.0017 1.5367
C44 -3.5208 -2.0437 1.0918

Forces on the atoms, in the same order (eV/Å):
Ti -1.157 1.415 -0.249
O -0.299 0.157 -0.144
C 0.353 -0.277 -0.148
C -0.108 0.156 -0.074
C -0.045 0.128 -0.137
C 0.109 -0.112 -0.062
C -0.094 0.093 0.099
C -0.139 0.260 0.217
C 0.554 -1.571 -0.381
O -0.550 -0.063 0.920
N 0.391 -0.561 1.361
N -0.349 -1.237 -1.293
C 0.246 0.179 1.011
C -0.294 0.118 -1.055
C 0.161 0.179 0.792
C -0.119 0.499 0.045
C 0.104 -0.525 0.026
C -0.133 0.271 0.094
N 0.252 -0.539 0.212
H 0.032 -0.080 0.244
H -0.055 0.081 0.086
H 0.019 0.013 0.070
H 0.029 -0.123 -0.003
H 0.079 -0.079 0.020
H -0.019 0.177 0.126
H 0.076 -0.138 -0.004
H -0.009 -0.066 -0.128
H -0.049 0.111 -0.092
H 0.087 0.049 -0.062
O 0.258 0.182 0.482
C -0.811 0.076 -0.451
O 0.382 0.159 0.440
C 0.257 0.110 0.463
C -0.227 -0.011 -0.411
C -0.093 -0.089 -0.233
C -0.212 -0.001 -0.137
C -0.012 0.526 0.171
N 0.793 -0.416 -0.047
C 1.222 0.075 -0.085
O -0.860 0.218 0.092
O 1.440 -0.975 -0.097
H 0.174 -0.124 -0.274
H -0.102 0.063 0.059
H 0.072 0.007 0.048
H 0.087 -0.028 0.081
H -0.116 0.082 0.061
C 0.013 -0.029 0.017
C -0.136 -0.127 0.105
C 0.122 -0.009 -0.030
C -0.157 -0.150 0.008
C 0.014 -0.037 -0.064
C -0.317 -0.163 0.194
Te 1.070 1.731 -1.588
N -0.763 -0.229 0.138
C -0.156 -0.032 -0.163
O -0.930 1.425 -0.694
C -0.378 0.102 -0.123
C 0.061 -0.091 0.174
C 0.004 -0.001 -0.012
C 0.025 0.056 0.036
C -0.035 -0.016 -0.042
C 0.030 0.001 0.050
C -0.090 0.142 0.471
C 0.083 -0.101 0.099
C 0.071 -0.031 -0.072
C -0.004 0.006 -0.073
C 0.091 0.044 -0.046
C -0.025 0.113 -0.002
C -0.059 -0.035 0.016
C 0.011 -0.192 0.181
C 0.000 -0.049 0.037
C -0.126 0.081 -0.065
H -0.005 0.108 -0.066
H 0.085 0.029 -0.099
H 0.099 0.096 0.029
H -0.086 0.111 -0.031
H -0.062 0.101 -0.049
H -0.159 0.035 0.094
H -0.108 0.020 0.015
H 0.019 -0.008 -0.039
H 0.009 0.088 0.015
H -0.026 0.064 -0.092
H -0.076 0.020 -0.020
H -0.028 -0.082 -0.004
H 0.022 0.055 -0.070
H 0.071 -0.144 0.021
H 0.053 -0.089 -0.098
H -0.133 0.002 -0.083
H -0.002 -0.025 -0.109
H -0.056 0.168 0.027
H -0.020 0.070 -0.062
H 0.156 -0.017 -0.089
H 0.089 -0.036 0.005
H 0.026 -0.176 0.034
H 0.144 -0.048 0.031
N -0.194 -0.421 0.208
C 0.439 -0.699 0.228

Output
2S+1 ... 2
Frontier orbital gap (alpha / beta) ... 5.45 / 5.80 eV
Electronic energy ... -99922.12176 eV
Total charge ... +1
HOMO energy (alpha / beta) ... -0.343 / -0.359 hartree

Entry 2:
Molecular formula: C44H38N7O4RhS4SbSe4
Method: DFT, the ωB97M-V functional and the def2-TZVPD basis

CARTESIAN COORDINATES (ANGSTROEM)
Rh1 0.3615 1.6692 -1.1028
N1 -0.0422 1.5426 0.7176
S1 0.7899 0.9861 1.8338
N2 -0.1717 0.0515 2.7613
S2 -1.4377 -0.6461 2.1749
N3 -1.7654 -0.6734 0.6518
S3 -0.8905 -1.1303 -0.6534
N4 0.3089 -0.3808 -1.0659
C1 -2.2029 -1.3618 -1.8496
C2 -1.8518 -1.6081 -3.1649
C3 -2.8500 -1.8299 -4.0975
C4 -4.1814 -1.8041 -3.7111
C5 -4.5184 -1.5783 -2.3869
C6 -3.5251 -1.3575 -1.4499
C7 -0.4452 -2.8420 -0.3242
C8 0.8776 -3.2394 -0.4118
C9 1.2194 -4.5480 -0.1262
C10 0.2340 -5.4565 0.2304
C11 -1.0944 -5.0580 0.2858
C12 -1.4396 -3.7504 0.0029
C13 -1.3490 -2.2964 2.7878
C14 -2.5037 -3.0867 2.7889
C15 -2.4409 -4.3745 3.2705
C16 -1.2397 -4.8882 3.7515
C17 -0.0979 -4.0899 3.7622
C18 -0.1467 -2.7997 3.2883
C19 -2.8572 0.0969 2.9119
C20 -2.8243 0.2914 4.2955
C21 -3.9087 0.8579 4.9269
C22 -5.0321 1.2351 4.1921
C23 -5.0525 1.0476 2.8134
C24 -3.9731 0.4819 2.1687
C25 2.2584 -0.1154 2.0396
C26 2.6688 -0.1811 3.3574
C27 3.7834 -0.9366 3.6779
C28 4.4737 -1.6094 2.6831
C29 4.0293 -1.5695 1.3739
C30 2.8976 -0.8337 1.0523
C31 1.2097 2.4133 2.8518
C32 2.5024 2.9014 2.7990
C33 2.8167 4.1139 3.3837
C34 1.8196 4.8399 4.0141
C35 0.5213 4.3534 4.0565
C36 0.2037 3.1423 3.4642
H1 -0.8112 -1.6156 -3.4574
H2 -2.5944 -2.0079 -5.1302
H3 -4.9633 -1.9558 -4.4416
H4 -5.5557 -1.5598 -2.0845
H5 -3.7581 -1.1822 -0.4108
H6 1.6212 -2.5241 -0.7225
H7 2.2540 -4.8510 -0.1779
H8 0.4940 -6.4811 0.4508
H9 -1.8651 -5.7620 0.5620
H10 -2.4697 -3.4296 0.0268
H11 -3.4293 -2.6699 2.4170
H12 -3.3285 -4.9909 3.2765
H13 -1.1963 -5.9004 4.1204
H14 0.8315 -4.4832 4.1429
H15 0.7233 -2.1617 3.2931
H16 -1.9327 -0.0007 4.8299
H17 -3.8953 0.9977 5.9976
H18 -5.8828 1.6766 4.6888
H19 -5.9203 1.3497 2.2455
H20 -3.9520 0.3655 1.0970
H21 2.1226 0.3711 4.1072
H22 4.1305 -0.9643 4.6977
H23 5.3718 -2.1542 2.9210
H24 4.5867 -2.0643 0.5916
H25 2.5553 -0.7779 0.0262
H26 3.2662 2.3204 2.3099
H27 3.8395 4.4575 3.3449
H28 2.0510 5.7890 4.4753
H29 -0.2519 4.9178 4.5572
H30 -0.8058 2.7572 3.4891
N5 2.3715 4.1412 -2.8298
C37 1.9582 4.5383 -1.6343
N6 2.7158 5.3662 -0.9226
S4 0.4134 4.0575 -1.0100
H31 3.3492 4.2451 -3.0787
H32 1.8469 3.4182 -3.3145
H33 3.7167 5.4286 -1.1376
H34 2.4497 5.5360 0.0341
Se1 5.8783 1.7904 2.0474
Sb1 4.9328 1.7733 -0.2728
Se2 2.4293 1.7810 -0.6069
Se3 6.3054 -0.0887 -1.2165
Se4 5.8402 3.9005 -1.1783
O1 -1.4766 1.3055 -2.9458
C38 -0.4547 1.4450 -3.6325
O2 0.6743 1.7101 -3.0958
C39 -0.4423 1.2987 -5.1133
C40 -1.5787 0.8542 -5.7945
C41 -1.5293 0.6875 -7.1708
C42 -0.3777 0.9713 -7.8763
C43 0.7484 1.4363 -7.1941
C44 0.7175 1.5926 -5.8116
N7 1.9267 1.7701 -7.9081
O3 2.8398 2.3072 -7.2844
O4 1.9710 1.5174 -9.1144
H35 -2.4810 0.6357 -5.2401
H36 -2.4068 0.3487 -7.7028
H37 -0.3242 0.8614 -8.9487
H38 1.6147 1.9311 -5.3127

Forces on the atoms, in the same order (eV/Å):
Rh -4.440 0.583 -2.956
N -0.084 -0.745 2.509
S 0.262 1.564 -1.366
N -1.805 -1.226 0.731
S 1.809 1.040 -1.461
N -0.989 -0.403 0.905
S 1.942 0.141 -0.078
N -0.736 -1.036 -0.077
C -0.426 -0.014 0.539
C 0.236 -0.034 -0.001
C -0.034 -0.024 0.099
C -0.078 -0.009 0.022
C -0.130 0.061 -0.056
C -0.080 0.026 0.024
C -0.240 -0.054 -0.082
C 0.021 0.465 -0.142
C -0.099 -0.188 0.102
C 0.016 0.048 -0.055
C -0.020 -0.045 0.002
C 0.086 0.024 -0.104
C -0.259 -0.771 0.876
C 0.315 0.728 -0.021
C 0.075 -0.321 0.189
C 0.089 0.471 -0.089
C -0.322 -0.691 0.045
C -0.294 0.854 -0.471
C -0.888 0.125 0.344
C 0.414 -0.282 -0.610
C -0.434 0.130 0.046
C 0.332 -0.185 -0.203
C -0.271 0.199 0.433
C 0.777 -0.303 -0.146
C -0.352 0.351 0.217
C 0.062 -0.137 0.161
C -0.051 -0.039 0.028
C -0.061 -0.050 0.061
C -0.174 -0.135 0.119
C -0.117 -0.124 -0.590
C 0.189 -0.170 0.364
C -0.033 -0.423 -0.141
C -0.140 0.001 0.044
C 0.058 0.061 0.004
C -0.149 -0.029 0.012
C -0.087 -0.305 0.069
H 0.107 0.065 0.020
H 0.094 -0.030 -0.100
H -0.022 -0.044 -0.070
H -0.071 -0.011 0.010
H -0.090 0.014 -0.022
H 0.078 0.134 0.008
H 0.084 -0.023 -0.033
H 0.048 -0.092 0.035
H -0.052 -0.103 -0.008
H -0.128 -0.027 0.032
H -0.138 -0.028 -0.029
H -0.066 -0.017 -0.021
H 0.009 -0.123 0.062
H 0.119 -0.014 0.017
H 0.192 0.083 0.030
H 0.039 0.019 0.208
H 0.052 0.044 0.061
H -0.052 0.032 0.050
H -0.010 0.032 -0.075
H -0.034 -0.024 -0.103
H 0.124 0.012 0.208
H 0.083 0.025 0.153
H 0.173 -0.042 0.064
H -0.012 0.041 -0.074
H 0.082 0.087 0.161
H 0.348 0.006 -0.016
H 0.102 0.026 -0.046
H 0.014 0.089 0.057
H -0.078 0.065 0.013
H -0.150 0.009 -0.019
N 0.046 0.166 -0.345
C 0.131 -0.269 -0.024
N -0.002 0.164 -0.214
S -0.651 0.176 0.143
H 0.078 -0.080 0.229
H 0.028 0.072 0.417
H -0.075 -0.214 0.072
H -0.031 -0.210 -0.068
Se -0.971 0.062 -0.225
Sb 3.513 -0.277 0.330
Se 5.016 0.571 1.491
Se -1.028 0.254 -0.117
Se -0.778 0.002 -0.304
O -0.466 -0.043 -0.346
C 0.525 0.326 1.052
O 0.090 -0.003 -1.497
C -0.447 -0.173 -0.334
C 0.437 0.141 0.038
C -0.177 -0.007 0.052
C 0.575 0.211 -0.153
C -1.920 -0.523 1.050
C 0.369 0.029 -0.511
N 1.936 0.632 -0.980
O -0.710 -0.462 -0.648
O -0.046 0.167 0.877
H 0.042 0.086 0.090
H -0.039 -0.044 -0.050
H -0.036 -0.032 -0.028
H -0.143 -0.059 0.136

Output
Frontier orbital gap (alpha / beta) ... 4.13 / 4.13 eV
Electronic energy ... -379128.79394 eV
Total charge ... -1
HOMO energy (alpha / beta) ... -0.119 / -0.119 hartree

Number 1: M 938.29 g mol⁻¹. Number 2: M 1397.61 g mol⁻¹.